# 1
# C4H10NOS

A cluster of 2 separate species, C4H10NOS in total at a distorted geometry (ωB97M-V/def2-TZVPD, the OMol25 dataset).

XYZ file:
```
17
Properties=species:S:1:pos:R:3:forces:R:3
C 1.20389 -0.38192 -0.65391 -0.9 -0.4 0.3
C -1.35027 1.58829 -0.09213 -0.1 0.4 -0.3
C 0.43952 -2.56418 -1.05111 -0.5 -0.7 0.2
C -0.86456 0.61627 0.89181 0.6 -0.3 0.3
N -0.24524 0.97570 1.97541 -0.3 0.0 -0.2
O 1.37735 -1.51975 -1.25883 0.8 1.0 -0.2
S 2.40410 0.76379 -1.05093 0.3 0.0 -0.1
H -1.42802 2.58450 0.33938 -0.1 0.0 0.0
H -0.67644 1.65121 -0.94849 0.0 -0.1 0.1
H -2.31716 1.27389 -0.48596 0.0 0.0 0.1
H 0.48385 -3.19704 -1.93669 0.0 0.1 0.1
H -0.57302 -2.17741 -0.91978 0.1 0.1 -0.1
H 0.73069 -3.15246 -0.17771 0.0 0.1 -0.1
H -1.12444 -0.42874 0.79081 0.1 0.1 0.1
H 1.90365 1.72522 -0.25075 0.0 -0.2 -0.1
H 0.03246 0.29958 2.67543 0.0 0.0 -0.1
H 0.00365 1.94305 2.15342 -0.1 -0.1 -0.1
```
Forces are in eV/Å.

Net charge: +1
HOMO energy (eV): -12.598
Gap between HOMO and LUMO (eV): 8.37
Molecular weight (Da): 120.197
Energy above the lowest of the compared OMol25 structures with the same formula, charge and spin (kcal/mol): 74.6

---

# 2
# C3H9N5

An isolated molecule of C3H9N5 at a distorted geometry (ωB97M-V/def2-TZVPD, the OMol25 dataset).

XYZ file:
```
17
Properties=species:S:1:pos:R:3:forces:R:3
C -0.33143 1.99559 -1.81061 -0.7 3.2 1.5
C -0.79991 -0.24595 -0.81300 -1.1 2.2 3.5
C 0.40007 -1.19155 0.98632 5.0 1.8 4.5
H 0.75678 2.41858 -2.22977 -3.4 -1.0 0.4
H -0.63677 2.88227 -0.92846 0.8 -2.4 -2.6
H -1.43736 1.99583 -2.51998 4.0 -0.6 1.9
H 1.01984 0.65150 -1.11256 1.6 -0.9 0.2
H -2.54877 -0.91787 -0.67737 0.1 0.7 0.5
H 1.12838 -3.21028 0.89034 -0.7 3.9 3.6
H 1.65938 -2.01326 2.43714 -1.8 -1.3 -2.8
H 0.31769 0.88137 1.58643 2.4 -3.3 0.5
H 0.74049 -0.47757 2.69733 0.8 2.2 -1.7
N 0.05783 0.77260 -1.04618 -1.9 2.7 -2.7
N -2.08905 0.00305 -0.78019 1.3 -1.9 -1.6
N -0.15836 -1.21317 -0.06195 -3.6 -2.6 -5.6
N 0.91353 -2.27205 1.66535 2.0 -4.5 -1.3
N 1.00765 -0.05908 1.71715 -4.8 1.9 1.5
```
Forces are in eV/Å.

SMILES string: [H]/N=C(\N=C(N)N)NC
HOMO energy (eV): -8.536
Gap between HOMO and LUMO (eV): 9.13
Molecular weight (Da): 115.140
Energy above the lowest of the compared OMol25 structures with the same formula, charge and spin (kcal/mol): 109.3

---

# 3
# CH2N4O

A cluster of 2 separate species, CH2N4O in total at a distorted geometry (ωB97M-V/def2-TZVPD, the OMol25 dataset).

XYZ file:
```
8
Properties=species:S:1:pos:R:3:forces:R:3
C -0.70403 -0.79864 -0.46375 -0.5 -0.4 -0.2
N 0.26634 -1.23543 -0.89297 0.2 -0.2 -0.4
N 2.95860 -0.02451 0.17281 0.9 -0.5 0.2
N 2.08207 0.64317 0.27522 0.9 -0.8 -0.5
N -1.78720 -0.33656 0.19916 -0.9 -0.8 -1.6
O 1.14645 1.33031 0.30690 -1.7 1.4 0.4
H -2.54849 0.07272 -0.36456 0.8 -0.6 0.1
H -1.41374 0.34895 0.76719 0.4 1.9 2.0
```
Forces are in eV/Å.

SMILES string: N#[N+][O-].N#CN
HOMO energy (eV): -10.696
Gap between HOMO and LUMO (eV): 11.28
Molecular weight (Da): 86.054
Energy above the lowest of the compared OMol25 structures with the same formula, charge and spin (kcal/mol): 34.6

---

# 4
# C2H6N2O

An isolated molecule of C2H6N2O at a distorted geometry (ωB97M-V/def2-TZVPD, the OMol25 dataset).

XYZ file:
```
11
Properties=species:S:1:pos:R:3:forces:R:3
C 0.34780 -0.48748 2.18297 -0.2 0.9 -2.3
C -0.45554 0.26909 -1.24413 -1.0 0.7 0.8
H -0.16174 -1.39930 2.35936 -0.7 -0.7 1.0
H 0.31693 0.34491 2.85697 0.5 -0.6 1.4
H 1.28365 -0.74961 1.74685 1.4 -0.1 0.6
H 1.16738 0.52653 -0.09103 0.7 0.3 -0.2
H -1.40346 0.78824 -1.07183 -0.3 -0.6 0.1
H 0.82241 -0.25559 -2.60952 0.3 -0.6 0.4
N 0.28358 0.06445 -0.09913 1.8 -1.4 -1.1
N -0.12871 0.02750 -2.42581 0.0 0.7 -1.2
O -0.30785 0.17644 1.10635 -2.7 1.5 0.5
```
Forces are in eV/Å.

SMILES string: [H]/N=C\NOC
HOMO energy (eV): -8.737
Gap between HOMO and LUMO (eV): 9.71
Molecular weight (Da): 74.083
Energy above the lowest of the compared OMol25 structures with the same formula, charge and spin (kcal/mol): 93.7

---

no.,total energy (eV)
1,-18673.8728
2,-10703.3065
3,-9074.7979
4,-7195.7257